Entry 1:
95
Properties=species:S:1:pos:R:3:mulliken_charge:R:1 method="wB97M-V/def2-TZVPD" relative_energy_ev=0.293 homo_energy_ha=-0.5921 max_force_ev_per_a=1.3 lumo_energy_ev=-10.35 total_charge=+3 e_tot_ha=-5373.31884
Ir 1.34488 -0.29793 -0.04144 3.2722
Sb 0.30027 2.00372 -0.94193 -0.4835
Br 3.20655 -0.23239 -1.60487 -0.0509
P 0.70187 -2.18452 -1.17236 0.1978
F 0.93703 -4.73057 -2.75672 -0.3117
F 5.02458 -3.83495 -4.83853 -0.2192
F 2.92460 -5.47084 -4.42373 -0.2347
F 5.16292 -1.43694 -3.57474 -0.2876
N -5.12225 -0.00375 8.62626 -0.3845
N -0.28809 0.00077 3.86049 0.1698
N 0.66507 -0.05105 1.90584 -0.3575
C 2.28373 2.76798 -3.23849 -1.6310
C 1.96397 -3.91785 -2.96140 0.2062
C -2.37351 0.60909 -0.90718 -1.4089
C -0.03914 3.51339 -3.61051 -1.5747
C 0.84391 3.46997 1.74432 -1.6708
C -4.30178 0.00049 7.82207 -0.1555
C -3.45889 0.72758 5.63640 -0.9535
C 0.18583 -5.21775 1.51308 -0.8058
C 0.80026 -3.29834 0.21879 1.0700
C 0.49791 1.07891 -3.83877 -1.6876
C -1.31203 0.00535 4.87614 0.5877
C -2.18081 2.47179 0.78432 -1.6601
C -3.27192 0.00323 6.81178 0.4725
C 3.10490 -1.88461 -2.54591 0.6097
C 1.25092 -4.97630 2.37669 -0.7352
C 4.13102 -2.23982 -3.38596 0.4197
C -0.84085 -2.26551 -2.02512 1.4944
C -0.87743 -2.14039 -3.41785 -1.0387
C -0.04622 -4.38404 0.43083 -0.5708
C -2.57090 2.99099 -1.61101 -1.8884
C 2.98036 -4.30997 -3.81863 0.3599
C -1.11320 -0.71792 6.03971 -0.6631
C -3.22191 -2.60233 -1.97462 -0.8516
C -1.88953 2.02242 -0.64910 2.2188
C 1.07730 0.05968 4.07928 -0.5420
C 1.16622 4.82869 -0.33001 -1.4549
C 4.06321 -3.47016 -4.03269 0.4701
C -0.49774 -0.06645 2.54260 -0.9225
C 1.37515 3.45852 0.31167 1.4751
C -2.47154 0.73388 4.66875 0.0641
C -3.25793 -2.47891 -3.36068 -0.7111
C 2.11435 -3.90793 2.15018 -0.9568
C -2.01883 -2.48832 -1.30190 -0.7357
C 1.66933 0.01467 2.86120 -0.8370
C 0.81734 2.36282 -3.07398 1.6106
C -2.09485 -0.71492 7.01400 -0.8992
C 2.85031 3.06129 0.30069 -1.4008
C 1.89838 -3.08055 1.06362 -1.0771
C 2.00817 -2.69176 -2.31417 -0.5550
C -2.08809 -2.24407 -4.07957 -0.8169
H -1.46988 -0.20830 2.09414 0.8966
H 1.61238 5.58062 0.32960 0.5441
H 1.42729 -5.64075 3.21267 0.4807
H -2.58690 2.62018 -2.63385 0.4011
H 0.11431 4.44635 -3.06702 0.3177
H -0.15369 3.89201 1.81000 0.3687
H 2.49038 3.75155 -2.81974 0.3587
H -2.11944 -2.16429 -5.15837 0.5050
H -1.58914 1.95241 1.54482 0.0573
H 0.84845 2.48667 2.21265 0.3017
H 0.10898 5.08565 -0.43524 0.3178
H -4.13197 -2.79582 -1.42149 0.5187
H -4.19991 -2.57781 -3.88513 0.4836
H -3.46000 0.58154 -0.77163 0.6341
H 1.50712 4.11046 2.33596 0.5727
H 0.03155 -1.99400 -3.98856 0.4719
H -2.15435 0.28429 -1.92625 0.2612
H -1.99588 -2.57543 -0.22235 0.5045
H -0.85428 -4.60387 -0.25431 0.5574
H -1.95800 -1.27522 7.92892 0.4885
H 3.00683 2.06595 -2.83352 0.1932
H -0.56432 0.82874 -3.79656 0.3811
H -1.09890 3.28992 -3.63668 0.3386
H 3.27790 3.04561 -0.70219 0.2929
H 2.71935 0.04045 2.61713 0.5566
H 3.01612 2.08546 0.77685 0.1312
H 2.62804 -2.29307 0.84730 0.4638
H -0.20996 -1.29953 6.18272 0.5013
H 0.76208 1.22862 -4.89112 0.6302
H -2.01851 3.54174 0.90325 0.4645
H 2.47629 2.83669 -4.31435 0.5166
H -3.24080 2.28041 0.98652 0.6572
H -0.45800 -6.07258 1.67487 0.4981
H -4.36849 1.29466 5.49594 0.4866
H -2.59383 1.33304 3.77344 0.4314
H 1.49857 0.15309 5.06677 0.6982
H 1.06701 0.21564 -3.47834 0.1265
H 2.96725 -3.74696 2.79669 0.5337
H -3.61405 3.08011 -1.28809 0.5830
H -2.14145 3.99340 -1.59447 0.3433
H -1.93382 -0.10859 -0.21643 -0.3850
H 1.65204 4.92199 -1.29970 0.2841
H 3.41408 3.79724 0.88286 0.5123
H 0.27666 3.68727 -4.64452 0.5543

=====

Entry 2:
113
Properties=species:S:1:pos:R:3:mulliken_charge:R:1 method="wB97M-V/def2-TZVPD" smiles="CCCCNC1=CC(=O)c2c(CCCS(=O)(=O)O)cc(CCCCCOC)cc2C1=O.C[N+](=O)[O-].C[N+](=O)[O-].C[N+](=O)[O-].C[N+](=O)[O-].C[N+](=O)[O-].C[N+](=O)[O-].C[N+](=O)[O-]" homo_energy_ha=-0.3145 max_force_ev_per_a=1.7 lumo_energy_ev=-0.56 e_tot_ha=-3515.86131
S -0.06749 6.83334 1.59053 1.1739
O 2.87029 -0.60968 -3.26294 -0.6099
O -6.00674 0.24142 -0.29238 -0.4052
O -2.74421 -4.52822 -3.57889 -0.5460
O -0.20433 8.31050 2.13847 -0.4992
O -3.91354 -3.06461 1.57166 -0.5510
O 0.21521 -4.11226 3.86591 -0.4829
O -2.84024 -2.41342 -3.97790 -0.4465
O -1.36943 6.25362 1.46252 -0.6153
O 3.97671 3.64275 -0.30210 -0.7100
O 2.46738 5.57821 6.61137 -0.5491
O -6.56060 -5.71615 -4.85219 -0.5106
O 6.48030 -5.03782 -2.32153 -0.5059
O 2.22686 -4.85041 3.61641 -0.4978
O 6.33823 -4.63137 -0.20915 -0.4867
O 0.81841 6.13169 2.48805 -0.5874
O -1.15929 0.90551 2.55765 -0.5248
O -0.48894 2.12182 0.91015 -0.4481
O 3.48677 3.78520 5.98508 -0.5364
O -4.34902 -2.06238 3.42883 -0.5855
O -6.57749 -3.65907 -5.48591 -0.5591
N 5.22955 -0.63280 -1.80509 -0.3641
N -0.95347 1.97716 2.02314 0.9605
N 1.22144 -4.65951 4.26800 0.8285
N 6.65724 -5.32044 -1.15745 0.8280
N -3.59105 -2.42702 2.55261 1.0087
N -6.93809 -4.57008 -4.76257 0.9018
N 3.07064 4.90876 5.79721 0.9129
N -3.02317 -3.57763 -4.27864 0.8675
C -0.32764 1.89215 -2.49793 0.2681
C 4.87127 -1.86019 -1.06004 -0.7941
C -7.91162 -4.23188 -3.68923 -0.6527
C 4.50395 1.48656 -0.92173 -0.2591
C -1.29393 3.21279 2.77828 -0.8128
C 1.28714 4.55569 -0.30900 -0.3965
C -6.03299 0.83155 0.97756 -0.6182
C 0.67859 6.97375 -0.01257 -1.0515
C -0.10749 3.01456 -1.70238 -1.0880
C 2.20326 2.42685 -1.38262 -0.4559
C -3.65486 -3.83931 -5.59793 -0.8521
C 3.03941 0.27361 -2.46039 0.5078
C 0.39928 5.70806 -0.83768 -0.6467
C 3.56954 -2.26750 1.09031 -0.3991
C -2.15280 -2.06141 2.67445 -0.5761
C 3.27780 -1.69037 2.49535 -0.8561
C 1.20845 -5.12896 5.68112 -0.7786
C 3.57225 2.61484 -0.82156 0.3247
C 7.32165 -6.62259 -0.87521 -0.7545
C 1.97086 1.28187 -2.16726 0.2185
C -2.23813 0.24456 -2.79066 -0.4460
C 3.30849 5.52838 4.46539 -0.4622
C 4.85091 -1.69386 0.47437 -0.3134
C -1.69279 1.65826 -3.08485 -1.0514
C 1.12963 3.30291 -1.14886 1.1217
C -3.24701 0.28991 -1.63314 -0.4450
C 0.73723 1.02659 -2.72175 -0.9435
C 4.30059 0.40162 -1.68446 -0.0005
C -4.31849 -0.79279 -1.68904 -0.4242
C -5.08181 -0.83740 -0.37737 -0.2434
H 7.41067 -6.73634 0.19840 0.3333
H 3.90866 -2.22533 -1.40566 0.5003
H 2.33963 5.75657 4.03287 0.1339
H -0.65647 5.50036 -0.71141 0.3653
H 2.41716 -1.03159 2.42027 0.2094
H 5.71814 -2.22779 0.86122 0.3004
H -2.79562 -0.06054 -3.67054 0.3602
H 6.70048 -7.40305 -1.30345 0.2825
H 0.93554 4.31255 0.69170 -0.0970
H 2.29608 4.93365 -0.32070 0.7459
H -5.06135 -0.57310 -2.46012 0.3002
H -1.89236 -1.46445 1.80496 0.1733
H 8.29711 -6.59882 -1.35093 0.2796
H -2.71045 0.14419 -0.69055 -0.0256
H 0.61633 0.14230 -3.33156 0.7721
H -2.02650 3.76191 2.19534 0.3392
H -0.96965 3.63935 -1.53325 0.0613
H -6.75433 1.64504 0.96307 0.2835
H 0.68484 5.91216 -1.86569 0.4045
H -5.06420 1.25508 1.26630 0.1771
H 3.69377 -3.34747 1.13763 0.2537
H -3.75346 1.25302 -1.58985 0.2418
H 1.04112 -4.26010 6.31013 0.3093
H 5.62035 -2.59682 -1.31581 0.0483
H 0.00113 8.28475 3.08538 0.3888
H -4.35255 -0.72211 0.42885 -0.1153
H 0.39493 -5.84098 5.77932 0.2992
H 4.14657 -1.18671 2.90702 0.3893
H -3.89776 -1.77355 -1.89351 0.2137
H 2.16383 -5.59169 5.89692 0.2975
H 2.72322 -2.03164 0.44889 0.3922
H -1.42944 -0.45307 -2.60509 0.5608
H 6.09720 -0.29103 -1.40529 0.3952
H -4.62930 -3.34331 -5.59078 0.3847
H -0.38224 3.79337 2.88831 0.1440
H -2.35861 2.40487 -2.65987 0.3453
H -1.58269 -2.98481 2.69470 0.3060
H 1.74076 7.13328 0.15602 0.4335
H -5.60195 -1.78724 -0.23903 0.4869
H -1.69400 2.92285 3.74271 0.3360
H -8.80054 -3.83660 -4.17098 0.2825
H -2.01730 -1.49618 3.58819 0.2633
H 2.97711 -2.51087 3.14322 0.0228
H 0.25929 7.85590 -0.49523 0.4767
H -6.33757 0.13418 1.76542 0.3036
H -8.13314 -5.13442 -3.13287 0.3026
H -1.63660 1.84132 -4.15897 0.4952
H 4.96010 -0.65047 0.77559 0.4552
H 5.42955 1.57445 -0.37072 0.4413
H 3.85198 4.82322 3.84739 0.2761
H -3.76425 -4.91011 -5.72059 0.3004
H -3.00492 -3.42072 -6.36139 0.2762
H -7.44845 -3.48182 -3.05453 0.2230
H 3.88746 6.43293 4.62654 0.2916

=====

Entry 3:
6
Properties=species:S:1:pos:R:3:mulliken_charge:R:1 method="wB97M-V/def2-TZVPD" relative_energy_ev=0.891 homo_energy_ha=-0.3798 max_force_ev_per_a=4.6 lumo_energy_ev=-0.15 e_tot_ha=-642.05785
S -1.02831 0.31621 0.58761 0.3740
O -1.67588 -1.01003 0.70714 -0.4392
O 1.36465 -0.15689 -2.20858 -0.3449
N 0.71776 0.25749 -0.02613 -0.3728
C 1.04518 0.04407 -1.14292 0.5919
H -0.42341 0.54915 2.08288 0.1910